{
  "formula": "C27H46N3O5",
  "method": "wB97M-V/def2-TZVPD",
  "largest_force_ev_per_a": 2.1,
  "homo_lumo_gap_ha": 0.26568,
  "lumo_ev": -4.1972,
  "charge": 1,
  "elements": ["C", "C", "C", "C", "C", "C", "C", "C", "N", "N", "C", "C", "C", "C", "C", "O", "C", "C", "O", "C", "C", "C", "C", "C", "N", "C", "C", "O", "C", "C", "O", "H", "H", "H", "H", "H", "H", "H", "H", "H", "H", "H", "H", "H", "H", "H", "H", "H", "H", "H", "H", "H", "H", "H", "H", "H", "H", "H", "H", "H", "H", "H", "H", "H", "H", "H", "H", "H", "H", "H", "H", "C", "C", "O", "C", "H", "H", "H", "H", "H", "H"],
  "positions_angstrom": [[-2.9167, 2.9510, -0.9620], [-4.2948, 2.4543, -0.4650], [-4.8133, 1.2884, -1.3327], [-4.1419, -0.0463, -0.9707], [-2.9278, -0.3749, -1.8276], [-2.3926, -1.7448, -1.4140], [-1.1773, -2.2016, -2.2329], [0.1268, -1.6458, -1.7750], [0.3690, -0.4081, -2.1386], [1.5142, 0.0977, -1.7693], [1.7104, 1.5209, -2.1640], [0.6443, 2.3947, -1.5014], [1.0890, 3.8519, -1.4757], [2.0811, 4.1239, -0.3452], [2.8716, 5.4271, -0.5422], [4.2717, 5.1286, -0.7186], [4.5233, 4.3508, -1.8080], [4.2125, 4.8614, -3.1952], [5.0303, 3.2541, -1.6615], [2.4667, -0.5099, -1.1128], [2.2953, -1.8251, -0.7291], [3.4383, -2.4999, -0.0212], [3.3954, -2.3742, 1.4993], [3.7498, -1.0761, 2.1545], [3.1068, -3.3519, 2.2539], [1.0907, -2.3801, -1.0436], [0.7276, -3.7976, -0.6567], [-0.4384, -3.8039, 0.1688], [-0.2378, -3.2518, 1.4417], [-0.5952, -1.8251, 1.7372], [0.1909, -3.9657, 2.3156], [-2.1284, 2.3797, -0.4786], [-2.8341, 2.7320, -2.0231], [-2.7633, 4.0082, -0.7901], [-4.1581, 2.0729, 0.5405], [-5.0166, 3.2619, -0.4559], [-5.8802, 1.2308, -1.1348], [-4.7071, 1.5197, -2.3895], [-3.8694, -0.0313, 0.0824], [-4.8900, -0.8283, -1.0768], [-3.2632, -0.4397, -2.8605], [-2.1551, 0.3791, -1.7195], [-3.1879, -2.4528, -1.6321], [-2.2426, -1.7929, -0.3475], [-1.1655, -3.2815, -2.2344], [-1.3261, -1.9082, -3.2680], [1.6710, 1.5576, -3.2457], [2.6925, 1.8485, -1.8388], [-0.2710, 2.3123, -2.0741], [0.5122, 2.0496, -0.4769], [1.4681, 4.1420, -2.4514], [0.2065, 4.4587, -1.2918], [1.5178, 4.2197, 0.5793], [2.7565, 3.2856, -0.2025], [2.7583, 6.0487, 0.3302], [2.5383, 5.9672, -1.4218], [4.0833, 3.9938, -3.8235], [3.3448, 5.5060, -3.2516], [5.0651, 5.4298, -3.5556], [3.3670, 0.0250, -0.8835], [3.4949, -3.5321, -0.3369], [4.3416, -1.9910, -0.3538], [3.7230, -0.2136, 1.4939], [3.1519, -0.9372, 3.0426], [4.7771, -1.1673, 2.5013], [2.9221, -4.1864, 1.7009], [0.4592, -4.3245, -1.5619], [1.5183, -4.3167, -0.1314], [-0.4094, -1.1578, 0.9009], [-1.6535, -1.7560, 1.9770], [-0.0303, -1.4470, 2.5768], [-1.7629, -4.1849, 4.8813], [-2.9344, -3.2429, 4.8131], [-2.9188, -2.2898, 4.0611], [-4.1178, -3.5311, 5.6995], [-0.9998, -3.8397, 4.1912], [-1.3477, -4.2086, 5.8901], [-2.0782, -5.1894, 4.5935], [-3.8120, -3.5142, 6.7463], [-4.5322, -4.5111, 5.4599], [-4.8834, -2.7748, 5.5422]],
  "forces_ev_per_a": [[-0.494, -0.502, 0.100], [0.770, -0.274, -0.852], [-0.077, 0.321, 1.042], [-0.337, 0.563, -0.443], [-0.250, -0.636, 0.659], [-0.380, 0.226, -0.809], [-0.245, -0.208, 0.122], [0.101, -0.208, -0.112], [-0.165, 0.052, -0.122], [0.655, 1.721, -0.407], [-0.364, 0.175, 0.356], [0.398, 0.054, -0.563], [-0.229, -0.217, 0.444], [-0.375, 0.569, -0.184], [0.208, -0.741, -0.239], [-0.060, -0.012, -0.197], [0.552, -1.188, 0.139], [-0.025, 0.123, 0.423], [-0.449, 0.998, 0.021], [-0.011, -0.304, 0.165], [0.461, -0.015, 0.397], [0.112, 0.492, -0.039], [-0.491, -0.728, 0.379], [0.437, -0.042, -0.242], [0.132, 0.247, -0.370], [-0.622, -1.118, 0.095], [-0.446, 0.330, 0.425], [-0.138, 0.894, 0.006], [0.802, -1.184, 1.602], [-0.139, 0.278, -0.834], [-0.326, 0.457, -1.160], [0.209, 0.076, 0.151], [0.078, 0.282, -0.267], [0.114, 0.209, 0.075], [-0.313, 0.158, 0.363], [-0.100, 0.165, 0.040], [-0.196, -0.250, -0.068], [0.072, 0.009, -0.200], [0.077, -0.018, 0.212], [0.047, -0.317, -0.080], [0.231, 0.206, -0.272], [0.085, 0.253, -0.164], [-0.088, -0.243, 0.069], [0.296, -0.033, 0.304], [0.205, -0.252, 0.100], [0.013, 0.217, -0.152], [-0.098, 0.023, -0.185], [0.260, -0.289, 0.018], [-0.326, -0.216, 0.203], [-0.309, -0.074, 0.084], [0.204, 0.060, -0.185], [-0.126, 0.168, -0.155], [-0.116, -0.161, 0.152], [0.318, 0.000, 0.002], [0.415, 0.322, 0.149], [-0.332, 0.225, -0.010], [-0.029, -0.123, -0.276], [-0.120, 0.118, 0.025], [0.163, 0.060, 0.001], [0.202, 0.381, -0.122], [0.132, -0.259, 0.123], [0.227, -0.124, -0.138], [-0.200, 0.135, -0.010], [-0.271, 0.159, 0.096], [0.206, 0.066, 0.002], [-0.071, -0.205, 0.187], [0.028, -0.388, -0.074], [0.280, -0.082, -0.077], [-0.049, 0.011, -0.280], [-0.163, -0.088, 0.156], [0.090, -0.294, 0.325], [0.024, 0.193, -0.109], [0.040, 0.040, -0.043], [-0.078, 0.001, -0.032], [-0.083, 0.275, -0.144], [0.044, -0.087, 0.069], [-0.108, -0.146, 0.038], [0.027, -0.054, 0.158], [0.003, -0.164, 0.009], [0.074, -0.071, 0.129], [0.006, 0.001, -0.003]],
  "lowdin_charge": [-0.112, -0.235, -0.207, -0.204, -0.204, -0.172, -0.101, -0.155, 0.224, -0.062, -0.076, -0.179, -0.185, -0.154, -0.141, -0.008, -0.517, 0.025, 0.093, 0.061, -0.098, -0.062, -0.403, -0.023, 0.176, -0.038, -0.087, -0.011, -0.449, 0.033, 0.120, 0.049, 0.065, 0.067, 0.097, 0.101, 0.104, 0.107, 0.111, 0.114, 0.124, 0.083, 0.126, 0.088, 0.109, 0.134, 0.144, 0.106, 0.097, 0.123, 0.110, 0.119, 0.120, 0.107, 0.127, 0.111, 0.087, 0.071, 0.102, 0.154, 0.124, 0.132, 0.065, 0.085, 0.096, 0.056, 0.141, 0.120, 0.067, 0.083, 0.099, -0.012, -0.490, 0.051, -0.019, 0.048, 0.093, 0.095, 0.089, 0.088, 0.082]
}